Entry 1:
6
Properties=species:S:1:pos:R:3:forces:R:3 method="wB97M-V/def2-TZVPD" lumo_energy_ev=-0.8 homo_energy_ev=-9.1 charge=0 smiles="S=C(S)S" e_above_lowest_kcal_mol=16.97
S -1.832297 -0.201073 -0.005821 2.9 0.4 0.2
C -0.160269 0.011556 0.055073 -1.3 -1.3 -0.5
S 0.656968 1.590369 -0.045197 -1.5 -0.1 -0.6
S 1.017362 -1.431502 0.019370 -1.2 1.5 0.0
H 1.568240 1.313499 0.839007 1.0 -0.3 0.7
H 1.920831 -0.707528 -0.663088 0.1 -0.2 0.1



Entry 2:
49
Properties=species:S:1:pos:R:3:forces:R:3 method="wB97M-V/def2-TZVPD" lumo_energy_ev=-0.4 homo_energy_ev=-9.9 charge=0 e_above_lowest_kcal_mol=53.30
N -1.588572 -2.638372 1.825482 -5.6 1.7 1.6
H -1.859918 -1.666411 1.850988 -0.3 0.6 0.0
H -0.934243 -2.732226 2.460401 5.1 -0.6 3.8
H -1.307706 -2.773798 0.948994 1.5 -1.4 -5.2
H -2.369817 -3.206410 2.134535 -0.3 -0.2 -0.6
C -0.236183 -0.017631 -0.367609 3.1 0.7 0.6
O 0.999376 0.172247 -0.123179 -4.9 -1.9 2.7
O -1.183506 0.265037 0.516200 0.2 -0.3 2.8
O -0.651932 -0.371656 -1.469414 -1.1 -1.2 -1.0
H -0.838058 0.433985 1.481256 -0.3 0.0 -1.6
O 2.394956 2.668762 1.539285 0.7 2.4 -0.6
H 2.014960 2.776022 0.652700 0.4 -0.7 0.4
H 2.011912 1.921075 1.936317 -0.8 -1.6 0.3
O -1.707536 -0.209929 -4.896001 -6.0 -2.2 -2.2
H -2.385437 -1.015234 -4.717233 2.8 3.0 -0.3
H -0.988951 -0.265816 -4.352988 3.3 -0.8 2.4
O 2.341703 1.525583 -1.183748 2.1 2.3 -1.5
H 1.724717 0.816175 -0.978016 0.1 0.0 -0.3
H 1.707740 2.184675 -1.451779 0.0 0.7 -0.6
O -0.659904 3.055582 1.227345 -2.4 -10.0 -1.2
H -1.041082 3.203628 0.405877 -1.8 -1.1 -3.0
H -0.443981 3.835016 1.328385 4.4 12.4 3.1
O 0.868288 -0.657260 -3.608687 0.0 3.1 0.7
H 0.844047 -1.527202 -3.865078 0.1 -3.3 -1.0
H 0.357363 -0.614056 -2.782119 0.2 0.0 0.1
O 0.565673 -0.769541 3.091769 0.0 1.9 0.6
H 1.388067 -0.265918 2.863923 1.9 -2.8 -1.2
H 0.445425 0.194572 3.245688 -3.1 -0.4 1.3
O -2.244334 -2.407230 -0.917227 1.0 6.9 6.6
H -1.768891 -1.442330 -1.100181 -1.2 -3.0 -0.5
H -2.248263 -2.938253 -1.594070 0.2 -4.1 -6.1
O -0.903130 1.386029 2.941325 0.2 0.4 -0.1
H -0.651825 2.147010 2.337231 -0.3 -0.8 0.7
H -1.840100 1.542192 3.043697 -0.5 -0.1 0.4
O 2.956891 -1.250654 -0.305000 -1.7 -2.2 3.2
H 3.647828 -1.116161 -0.843846 4.2 0.4 -3.0
H 2.312934 -0.648117 -0.604024 -1.6 0.9 -0.6
O -1.369432 1.872899 -2.555880 -0.1 3.6 -1.0
H -1.044311 1.154923 -2.074745 0.5 -2.1 0.3
H -1.538856 1.651023 -3.469753 0.0 -0.5 -0.2
O 2.675767 -0.095361 2.090811 -0.3 0.1 1.1
H 3.511663 0.223680 2.319338 2.1 1.0 1.4
H 2.850987 -0.220016 1.179337 -0.5 -0.7 -2.2
O -3.339117 1.253250 -1.076625 0.4 -1.8 2.8
H -2.759868 1.976096 -1.316844 0.2 0.1 -0.6
H -2.781611 0.732727 -0.378455 -1.6 1.5 -2.0
O 1.449847 -2.946358 1.445799 -0.7 -1.5 3.6
H 1.804336 -2.784983 2.409466 -0.7 0.3 -3.5
H 1.812084 -2.411264 0.756352 1.2 1.0 -0.1



Entry 3:
50
Properties=species:S:1:pos:R:3:forces:R:3 method="wB97M-V/def2-TZVPD" lumo_energy_ev=1.6 homo_energy_ev=-5.9 charge=-1 e_above_lowest_kcal_mol=115.63
C -0.180953 -0.014199 0.076415 -0.7 -0.6 0.3
O -0.724134 -1.231642 -0.385170 -3.0 3.8 5.5
H -0.725365 0.927342 -0.231131 0.6 -0.9 -0.2
H 0.847821 -0.203714 -0.314080 0.0 2.2 0.2
H -0.186658 -0.002555 1.223603 0.3 0.3 -1.2
O 2.247937 -0.707073 3.677158 -0.8 0.6 0.5
H 1.517071 -0.097498 3.346914 1.1 -0.9 1.2
H 2.247877 -0.764869 4.663040 -0.3 0.4 -1.5
O -0.321451 -4.591775 0.582769 0.7 2.0 -0.4
H 0.027251 -3.633021 0.494725 -0.1 -1.6 1.0
H -0.543896 -4.687089 -0.336822 -0.4 -0.7 -0.6
O -4.021457 1.101766 -0.135685 1.0 1.2 2.2
H -3.684186 1.107523 0.814848 -0.9 -0.4 -1.7
H -3.447260 1.829649 -0.491201 -0.6 -0.8 -0.1
O -0.103374 -2.101544 -2.179478 2.0 -3.6 -7.3
H -0.251500 -3.051475 -2.402898 0.4 1.4 0.6
H -0.285027 -1.771579 -1.300550 -0.4 -0.2 1.8
O 1.114843 -2.261777 0.922356 -1.7 2.9 -0.4
H 0.521610 -1.430091 0.543276 1.1 -4.7 1.8
H 1.867760 -1.934940 0.453031 1.9 -1.0 -0.4
O 0.686040 1.774948 3.321739 -0.8 -1.4 4.4
H 0.279171 2.213025 2.631517 -1.1 1.5 -3.1
H -0.082759 1.790244 3.985280 1.9 -0.3 -1.1
O 3.679443 -1.832117 -0.777534 0.5 -1.8 0.5
H 4.534105 -1.684133 -0.343281 -0.7 0.5 -0.3
H 3.403037 -1.100187 -1.304992 0.2 1.0 -0.8
O -0.743724 1.288103 -3.208605 0.1 0.4 3.0
H -1.188588 0.675274 -2.559856 -0.3 -0.1 -1.5
H -0.259266 1.788171 -2.472591 -0.2 -0.4 -2.1
O -2.424668 3.248960 -0.679714 -3.0 0.6 2.6
H -1.683246 3.314617 -1.214767 2.2 0.7 -2.1
H -2.853638 4.111387 -0.445174 1.0 -1.1 -0.9
O 3.179261 -0.031094 1.149947 2.7 2.3 -2.5
H 2.984155 -0.305260 1.989870 -1.1 -1.4 3.3
H 2.468284 -0.154932 0.561290 -1.2 -0.3 -0.5
O 0.902243 2.720752 -1.531032 4.7 -0.1 -3.0
H 1.882083 2.290620 -1.791450 -4.1 1.5 0.9
H 0.670500 2.283781 -0.753211 -0.3 -1.1 2.4
O -0.265867 3.152094 1.132547 2.3 3.6 2.7
H -1.109555 3.088089 0.764636 -2.5 -0.3 -1.2
H -0.261011 4.124688 1.537332 0.2 -3.2 -1.4
O -2.285644 -2.300992 1.588822 -0.2 1.3 0.1
H -1.652160 -1.740146 1.007941 -1.4 -0.9 0.5
H -3.025332 -1.756425 1.965100 1.4 -0.5 -0.8
O 2.137084 -0.303860 -2.895386 -1.6 -0.8 1.6
H 2.000193 -0.690507 -3.761456 0.1 0.0 -0.3
H 1.332699 -0.737084 -2.417784 1.4 0.6 -1.2
O -2.655600 -0.430628 -1.880932 -2.8 2.1 -1.2
H -2.209923 -1.061808 -1.392280 2.3 -2.3 1.3
H -3.354232 -0.217018 -1.227099 0.3 0.4 -0.7



Entry 4:
60
Properties=species:S:1:pos:R:3:forces:R:3 method="wB97M-V/def2-TZVPD" lumo_energy_ev=-2.2 homo_energy_ev=-10.4 charge=0
Na 13.930661 3.933111 -0.264962 -0.9 0.3 -0.1
C 9.789693 5.421016 -0.718229 0.8 -0.3 -1.3
F 8.556314 5.750996 -1.079918 0.6 0.0 0.1
F 10.670923 6.349616 -1.113621 -0.5 -0.2 -0.3
F 9.885423 5.355658 0.590948 -0.4 -0.1 1.0
S 10.258015 3.740889 -1.425407 0.3 -2.3 -1.2
O 9.767360 3.631735 -2.795630 -0.5 0.7 1.1
O 11.727854 3.689840 -1.491238 0.5 0.6 1.3
O 9.700887 2.750553 -0.498156 0.3 1.4 -0.2
O 7.371067 3.468887 -4.329945 -0.6 0.1 0.0
H 8.180603 3.664969 -3.858309 0.4 0.1 0.2
H 7.501091 2.584590 -4.672524 0.0 -0.2 -0.1
O 8.277396 8.787679 -0.799643 0.3 0.0 -0.2
H 7.874697 8.399381 -0.022926 -0.4 -0.3 0.3
H 9.034579 9.266977 -0.463207 0.2 0.4 0.1
O 6.250242 6.447303 0.533736 0.3 0.7 0.5
H 6.920555 5.838505 0.223470 -0.2 -0.4 -0.2
H 5.504304 6.299621 -0.047639 -0.1 -0.2 -0.3
O 13.559735 5.530279 -3.088071 0.5 -0.1 -0.3
H 13.991438 4.729880 -2.789371 0.2 -0.2 -0.2
H 13.505662 6.079881 -2.306250 -0.5 0.4 0.4
O 6.601935 7.320258 -2.736058 -0.4 -0.1 -0.3
H 7.273564 6.661218 -2.560535 0.1 -0.1 -0.1
H 6.645699 7.913210 -1.985908 0.1 0.2 0.1
O 11.775507 4.121145 -4.679894 0.1 -0.1 -0.6
H 11.202982 3.658518 -4.067997 -0.4 -0.1 0.1
H 12.494740 4.444911 -4.137577 0.1 0.3 0.1
O 6.224579 4.159461 -1.298950 0.1 0.3 0.4
H 6.336845 4.019113 -2.239129 0.1 -0.1 -0.6
H 6.146846 3.278637 -0.932411 0.0 -0.4 0.1
O 12.503816 9.500742 -0.648413 0.5 0.2 0.3
H 12.189892 8.913691 -1.336205 -0.4 -0.1 -0.7
H 12.325718 9.032003 0.166937 -0.4 0.1 0.3
O 10.180402 6.347956 -4.918311 -0.6 1.1 0.3
H 10.762670 5.657709 -4.600883 0.4 -0.7 -0.1
H 10.651621 6.740208 -5.653378 0.1 0.0 -0.3
O 11.454865 7.662409 1.444935 0.4 0.1 0.0
H 11.745473 7.537084 2.348305 0.1 0.1 0.3
H 10.583139 7.268070 1.416373 -0.3 -0.1 -0.2
O 7.507068 1.041374 -0.678571 -0.6 -0.1 0.1
H 8.282281 1.586273 -0.543074 0.5 0.4 -0.1
H 7.825172 0.143593 -0.583493 0.0 -0.2 0.0
O 12.159484 1.249027 -3.633471 0.4 -0.4 0.1
H 12.137895 2.070191 -3.142089 -0.1 0.2 0.1
H 11.240746 1.058406 -3.822759 -0.2 0.0 -0.1
O 9.816673 4.193400 3.192769 1.0 0.1 0.3
H 8.914725 3.872888 3.192118 -0.7 -0.1 -0.2
H 9.733086 5.145202 3.250577 -0.1 0.1 0.1
O 11.295880 1.571408 2.010828 0.5 -0.3 0.1
H 10.422005 1.874720 2.256932 -0.2 0.3 0.1
H 11.368639 1.779468 1.079353 -0.3 0.0 -0.3
O 13.644344 6.618373 -0.394730 0.6 -1.1 -0.2
H 14.455884 7.081327 -0.602819 0.3 0.4 -0.1
H 13.140158 7.241268 0.128740 -0.6 0.2 0.3
O 7.472020 3.502205 2.155049 -0.2 0.0 0.3
H 7.087869 2.626732 2.202046 -0.3 -0.3 0.0
H 7.969460 3.502419 1.337253 0.2 0.0 -0.4
O 10.741217 8.744116 -2.918928 0.6 0.3 0.4
H 10.499836 8.157821 -3.636021 -0.2 -0.6 -0.4
H 9.967720 8.765236 -2.355476 -0.4 0.0 0.0



Entry 5:
55
Properties=species:S:1:pos:R:3:forces:R:3 method="wB97M-V/def2-TZVPD" lumo_energy_ev=4.7 homo_energy_ev=-4.5 charge=-2 e_above_lowest_kcal_mol=0.00
C -4.657000 6.372000 -6.183000 0.2 1.0 -2.5
O -4.827000 6.833000 -7.491000 -0.1 -1.3 4.2
O -3.456000 6.486000 -5.743000 -2.3 -1.2 0.4
O -5.651000 5.857000 -5.531000 2.1 0.8 -1.4
O -2.095000 7.538000 -7.509000 2.1 0.4 -1.0
H -2.660000 7.831000 -8.218000 -0.4 0.4 -0.3
H -2.630000 7.176000 -6.797000 -0.8 -0.5 0.2
O -3.492000 5.307000 -9.035000 1.4 -0.6 -0.9
H -3.973000 5.827000 -8.398000 -1.0 0.3 1.4
H -2.817000 5.970000 -9.194000 0.8 -0.2 -0.4
O -4.189000 8.605000 -9.417000 0.8 -0.3 -1.7
H -4.237000 9.525000 -9.153000 -0.3 -0.4 0.8
H -4.426000 7.970000 -8.728000 -0.6 0.6 0.4
O -2.103000 9.979000 -6.404000 -0.4 1.0 0.2
H -3.027000 10.286000 -6.282000 0.7 -0.6 0.0
H -2.190000 9.040000 -6.645000 0.2 0.3 -0.2
O -8.029000 4.793000 -3.878000 -1.5 -1.2 0.5
H -7.345000 5.419000 -3.793000 1.6 1.6 0.4
H -7.659000 4.034000 -3.425000 -0.1 -0.2 0.0
O -3.060000 8.324000 -4.019000 -0.5 -0.3 0.5
H -3.261000 7.525000 -4.563000 0.2 0.8 0.6
H -2.131000 8.492000 -4.147000 0.4 0.2 -0.3
O -1.301000 5.284000 -4.970000 0.6 -0.2 1.4
H -0.842000 4.768000 -5.611000 0.4 -0.6 -0.7
H -1.910000 5.813000 -5.471000 -0.7 0.5 -0.4
O -6.962000 7.941000 -4.823000 -0.1 1.1 0.4
H -6.555000 7.145000 -5.180000 0.2 -0.5 -0.2
H -7.875000 7.849000 -5.060000 -0.8 -0.1 0.0
O -5.352000 5.837000 -2.925000 -1.5 0.7 1.3
H -5.337000 6.055000 -3.857000 0.4 -0.1 -0.4
H -4.670000 5.209000 -2.752000 1.0 -0.7 -0.3
O -3.546000 3.620000 -6.406000 0.9 -1.5 -0.8
H -4.191000 3.270000 -5.801000 -0.8 -0.6 0.2
H -3.531000 4.527000 -6.185000 0.4 1.5 0.2
O -6.551000 4.814000 -7.843000 -0.7 -1.4 -0.5
H -6.103000 5.253000 -7.150000 -0.1 0.3 2.0
H -5.991000 5.184000 -8.497000 0.1 0.2 -2.3
O -7.137000 7.900000 -7.958000 -1.2 1.1 -1.1
H -7.715000 7.969000 -7.212000 -0.5 -0.1 0.5
H -6.375000 7.428000 -7.644000 0.9 -0.8 0.1
O -8.757000 4.675000 -6.388000 -1.2 0.1 -2.0
H -8.043000 4.744000 -7.057000 -0.3 -0.1 0.5
H -8.411000 4.693000 -5.514000 0.7 -0.1 1.0
O -3.334000 3.961000 -3.343000 -0.3 1.2 1.4
H -2.783000 4.372000 -4.011000 0.6 0.1 -0.6
H -3.426000 3.051000 -3.523000 0.1 -1.4 -0.7
O -5.889000 3.038000 -5.113000 -0.1 -0.1 -0.5
H -5.830000 2.880000 -4.178000 0.1 0.2 0.6
H -5.899000 4.012000 -5.226000 -0.1 -0.3 0.1
O -4.839000 9.484000 -6.825000 -1.3 1.7 0.7
H -4.726000 8.549000 -6.957000 0.1 -0.8 -0.1
H -5.782000 9.552000 -6.538000 1.1 -0.2 -0.3
O -5.490000 5.756000 -10.553000 -1.1 -0.7 -0.8
H -4.693000 5.613000 -10.028000 0.7 -0.1 0.0
H -5.559000 6.686000 -10.711000 0.0 0.9 0.1



Entry 6:
16
Properties=species:S:1:pos:R:3:forces:R:3 method="wB97M-V/def2-TZVPD" lumo_energy_ev="-0.7 / -2.8" homo_energy_ev="-11.1 / -11.1" charge=0 multiplicity=2 e_above_lowest_kcal_mol=0.54
Au -0.983702 -1.138628 -1.211827 0.0 0.0 0.0
N 1.106108 1.141663 -0.722536 -0.1 0.0 0.0
N 0.229347 1.905353 -1.317352 0.0 0.0 0.2
C -0.641527 1.452529 -2.453871 0.1 -0.1 -0.3
O -1.247029 2.344779 -2.970357 0.0 0.0 0.1
O -0.540576 0.210718 -2.711984 0.0 0.0 0.1
H 1.272600 1.269688 0.271476 0.0 0.0 0.0
H 1.141296 0.186871 -1.071381 0.1 0.0 0.0
H 0.028728 2.806498 -0.901089 0.0 0.0 -0.1
F -1.061353 -2.219224 0.616325 0.0 0.0 0.0
As -0.024248 -1.455430 1.949162 -0.1 0.1 0.1
F 1.196091 -1.230408 0.705447 0.1 -0.1 0.0
F -0.674960 0.089103 1.430365 0.0 0.0 0.0
F 0.961836 -0.686832 3.112306 0.0 0.0 0.0
F -1.345862 -1.662442 3.003572 0.0 0.0 0.0
F 0.583250 -3.014237 2.271746 0.0 0.0 0.0



Entry 7:
7
Properties=species:S:1:pos:R:3:forces:R:3 method="wB97M-V/def2-TZVPD" lumo_energy_ev="-0.8 / -0.7" homo_energy_ev="-10.3 / -9.0" charge=0 e_above_lowest_kcal_mol=118.38
B 0.072301 -0.152811 -0.812634 -0.6 -0.2 -1.4
C 1.264424 0.010678 0.122095 -1.1 0.3 2.5
Cl 1.022834 -1.728159 0.008329 0.7 -1.9 0.3
Cl 2.808614 0.574522 0.014185 1.1 0.6 -0.5
H -1.082722 -0.399371 -0.517997 0.7 0.8 -0.1
H 0.508616 -0.185650 -1.951922 -0.7 0.3 0.3
H 1.154176 0.022795 2.343178 -0.2 0.1 -1.2



Entry 8:
7
Properties=species:S:1:pos:R:3:forces:R:3 method="wB97M-V/def2-TZVPD" lumo_energy_ev="-1.1 / -0.6" homo_energy_ev="-9.9 / -8.8" charge=0 e_above_lowest_kcal_mol=129.50
C -0.422931 0.114380 0.545692 -1.5 0.1 1.3
P 0.737744 1.048044 -0.442992 -0.9 0.3 0.0
Br -2.177358 0.705256 -0.092159 0.6 -0.4 0.3
Br 2.585792 0.012221 -0.063748 1.1 -0.6 0.2
H -0.473913 0.080324 1.665301 0.4 -0.2 -1.2
H -0.514161 -2.231095 -0.116109 0.1 0.7 0.3
H 0.264830 0.270872 -1.495987 0.3 0.1 -0.9



Entry 9:
9
Properties=species:S:1:pos:R:3:forces:R:3 method="wB97M-V/def2-TZVPD" lumo_energy_ev="-2.1 / -3.0" homo_energy_ev="-9.5 / -8.3" charge=0 e_above_lowest_kcal_mol=85.97
C -1.435740 0.354451 -0.323169 -2.8 -1.4 3.8
O -0.285664 0.487322 0.450762 1.5 0.0 0.9
Si 1.280462 0.176376 0.417547 -0.3 -0.8 -0.6
Br 1.120796 -3.647304 -0.234024 0.0 1.1 0.2
Br 2.497666 0.821547 -1.320036 -0.4 -0.2 0.5
Br 2.029204 0.848631 2.324512 0.3 -0.1 0.2
H -2.156882 1.120996 0.112650 0.7 -1.0 -0.9
H -1.881646 -0.706793 -0.153023 0.7 1.8 -0.6
H -1.168199 0.544775 -1.275216 0.2 0.5 -3.5



Entry 10:
11
Properties=species:S:1:pos:R:3:forces:R:3 method="wB97M-V/def2-TZVPD" lumo_energy_ev=-0.3 homo_energy_ev=-10.1 charge=0 smiles=C[Si](Br)(Br)[Si](Br)(Br)Br e_above_lowest_kcal_mol=0.00
C -0.087398 -1.696356 -0.781793 0.0 -0.2 -0.1
Si -0.127023 0.166967 -0.879969 -1.2 0.2 0.7
Br 1.421674 0.813027 -2.209368 1.2 0.5 -0.4
Br -1.987802 1.093880 -1.907081 0.7 -0.7 0.9
Si 0.139552 1.134903 1.426183 0.0 0.7 -0.6
Br -0.834425 3.176298 1.329204 0.4 -0.7 0.0
Br 2.266257 1.322700 2.115482 -0.2 0.1 -0.6
Br -0.704086 0.107617 3.184639 -0.4 -0.3 -0.2
H -1.131929 -2.000356 -0.440036 1.7 -0.2 -0.3
H 0.273891 -2.174704 -1.728903 -1.0 0.5 0.5
H 0.771292 -1.943977 -0.108357 -1.1 0.1 0.2



Entry 11:
7
Properties=species:S:1:pos:R:3:forces:R:3 method="wB97M-V/def2-TZVPD" lumo_energy_ev=0.0 homo_energy_ev=-9.1 charge=0 e_above_lowest_kcal_mol=32.38
C -0.959683 0.200992 -0.012052 2.3 -1.1 1.5
P 1.263943 -0.339925 0.834212 -3.7 0.7 -0.6
Cl 1.355857 -1.878490 -0.501336 0.4 0.0 -0.4
Br 2.239776 1.447119 0.028962 0.3 0.1 -0.4
H -0.931506 0.163544 -1.069869 0.6 0.4 -1.0
H -1.441200 1.043272 0.421779 0.3 1.1 0.3
H -1.527187 -0.636513 0.298304 -0.3 -1.2 0.5



Entry 12:
8
Properties=species:S:1:pos:R:3:forces:R:3 method="wB97M-V/def2-TZVPD" lumo_energy_ev="0.0 / -0.8" homo_energy_ev="-9.2 / -8.4" charge=0 e_above_lowest_kcal_mol=71.55
C -0.332237 -1.406836 -0.361785 0.9 -0.9 -2.1
N -0.121165 1.859497 0.551522 1.2 0.6 0.8
N 0.469667 1.036244 -0.116094 1.6 -1.0 -0.9
O -1.270662 2.144326 0.738778 -0.1 -0.3 -0.4
Br 1.395710 -1.774030 0.336466 -0.9 -0.2 -0.5
H -0.640849 -1.691782 -1.409379 1.0 0.3 1.4
H -1.065111 -1.049925 0.283486 -0.8 0.4 1.2
H 1.564648 0.882505 -0.022993 -2.9 1.1 0.3